(1)
A molecular structure, C27H21N9OS2SeSiTi in a non-equilibrium geometry. Source: the Open Molecules 2025 dataset; level of theory: wB97M-V/def2-TZVPD.

Cartesian coordinates (Å):
Ti 0.51 0.34 -0.51
Se -1.23 3.84 5.85
N -0.85 4.36 4.22
C -0.61 3.30 3.46
C -0.20 3.34 2.09
C -0.06 4.54 1.30
C 0.32 4.45 0.01
C 0.64 3.16 -0.61
N 0.65 2.04 0.24
C 0.08 2.13 1.46
C -0.23 0.88 2.10
N -0.18 -0.23 1.31
C -0.38 -1.42 1.87
C -0.65 -1.58 3.23
C -0.77 -0.46 4.03
C -0.58 0.80 3.47
C -0.74 2.05 4.16
N -1.05 2.15 5.44
H -0.28 5.48 1.76
H 0.37 5.32 -0.62
H 1.52 3.18 -1.28
H -0.32 -2.29 1.22
H -0.78 -2.57 3.63
H -1.01 -0.53 5.08
S 2.32 -6.20 -0.72
N 1.82 -5.21 -1.90
C 1.89 -3.96 -1.48
C 1.53 -2.79 -2.22
C 1.10 -2.77 -3.54
C 0.84 -1.54 -4.15
C 0.97 -0.37 -3.43
N 1.32 -0.35 -2.14
C 1.64 -1.55 -1.54
C 2.17 -1.46 -0.21
N 2.29 -0.20 0.30
C 2.87 -0.05 1.49
C 3.27 -1.12 2.27
C 3.09 -2.43 1.80
C 2.56 -2.61 0.53
C 2.38 -3.87 -0.13
N 2.64 -5.07 0.38
H 0.99 -3.70 -4.08
H 0.54 -1.50 -5.19
H 0.79 0.60 -3.88
H 3.00 0.97 1.83
H 3.72 -0.95 3.23
H 3.38 -3.28 2.39
O -1.99 3.42 -1.64
S -0.80 2.66 -1.97
N -0.96 1.13 -1.38
C -2.56 0.49 -3.83
Si -2.43 0.36 -1.93
C -2.05 -1.46 -1.45
C -3.97 1.01 -1.03
H -3.49 0.06 -4.19
H -1.75 -0.03 -4.34
H -2.54 1.53 -4.15
H -2.96 -1.98 -1.16
H -1.35 -1.51 -0.60
H -1.62 -2.02 -2.28
H -4.87 0.56 -1.43
H -4.05 2.08 -1.16
H -3.94 0.81 0.04

Computed properties:
Spin multiplicity ... 2
Electronic energy ... -161805.0093 eV
Expectation value of S² ... 0.77
Frontier orbital gap (spin up / spin down) ... 5.6 / 5.0 eV
Net charge ... +1



(2)
A molecular structure, C27H22ClIrN5O6S in a non-equilibrium geometry. Source: the Open Molecules 2025 dataset; level of theory: wB97M-V/def2-TZVPD.

Cartesian coordinates (Å):
Ir -0.40 0.43 -0.07
O 1.72 2.21 2.98
Cl 0.55 1.65 2.49
O 0.80 0.25 2.07
O -0.56 1.61 3.40
O 0.11 2.32 1.25
O 1.08 -2.53 0.77
S 2.21 -1.77 0.35
O 3.07 -1.17 1.29
N 1.52 -0.42 -0.51
C 2.26 0.35 -1.36
C 3.60 0.23 -1.74
C 4.17 1.20 -2.60
C 3.48 2.20 -3.19
C 2.09 2.38 -2.84
C 1.21 3.33 -3.41
C -0.05 3.55 -2.90
C -0.50 2.84 -1.68
N 0.34 1.70 -1.36
C 1.52 1.50 -1.86
C 3.11 -2.65 -0.86
C 2.44 -3.13 -2.00
C 3.17 -3.82 -2.96
C 4.54 -4.04 -2.76
C 5.18 -3.64 -1.59
C 4.45 -2.97 -0.60
H 4.22 -0.55 -1.36
H 5.21 1.09 -2.81
H 3.91 2.87 -3.94
H 1.54 3.89 -4.27
H -0.70 4.32 -3.31
H -0.40 3.58 -0.86
H 1.40 -2.94 -2.19
H 2.68 -4.17 -3.84
H 5.11 -4.56 -3.52
H 6.21 -3.89 -1.38
H 4.93 -2.64 0.32
N -1.42 -1.01 1.09
C -2.04 -1.55 1.88
C -2.82 -2.14 2.95
C -4.18 -2.42 2.74
C -4.95 -2.85 3.80
C -4.36 -3.04 5.06
C -2.99 -2.83 5.27
C -2.23 -2.34 4.22
H -4.69 -2.25 1.79
H -6.02 -3.04 3.70
H -4.98 -3.37 5.89
H -2.57 -2.99 6.25
H -1.17 -2.12 4.40
N -2.92 1.43 1.83
C -2.93 1.97 0.61
C -3.92 3.00 0.34
C -3.92 3.67 -0.87
C -2.99 3.38 -1.81
C -1.98 2.32 -1.59
N -2.07 1.60 -0.31
H -3.60 1.78 2.49
H -2.10 1.00 2.21
H -4.61 3.27 1.15
H -4.68 4.42 -1.05
H -3.01 3.87 -2.77
H -2.10 1.62 -2.41

Computed properties:
Spin multiplicity ... 6
Electronic energy ... -74261.5247 eV
Expectation value of S² ... 8.82
Frontier orbital gap (spin up / spin down) ... 7.4 / 5.3 eV
ΔE to the lowest compared entry with this formula, charge and spin ... 0.1771 eV
Net charge ... +2



(3)
A molecular structure, C27H22FGaN6O3S in a non-equilibrium geometry. Source: the Open Molecules 2025 dataset; level of theory: wB97M-V/def2-TZVPD.

Cartesian coordinates (Å):
Ga 0.21 -0.09 1.35
C 0.79 3.96 -4.07
C 0.31 3.25 -2.82
C -0.94 2.66 -2.86
C -1.42 2.02 -1.71
C -0.70 1.92 -0.53
N -1.11 1.00 0.46
C -2.49 0.91 0.69
C -3.37 2.00 0.65
C -4.71 1.87 0.99
C -5.22 0.64 1.47
C -6.64 0.51 1.94
C -4.39 -0.41 1.49
C -3.07 -0.35 1.02
N -2.40 -1.61 0.89
C -2.97 -2.85 0.77
C -1.99 -3.77 0.88
C -0.81 -3.05 1.18
N -1.09 -1.73 1.13
C 0.52 2.57 -0.54
C 1.05 3.20 -1.67
N 1.35 2.62 0.63
C 2.29 3.55 0.93
C 3.01 3.09 2.03
C 2.40 1.88 2.35
N 1.47 1.58 1.47
H -0.01 4.60 -4.46
H 0.94 3.25 -4.91
H 1.71 4.51 -3.92
H -1.57 2.73 -3.73
H -2.43 1.57 -1.76
H -2.91 2.96 0.35
H -5.37 2.70 1.03
H -7.22 -0.10 1.24
H -7.08 1.46 2.05
H -6.68 -0.02 2.86
H -4.74 -1.42 1.77
H -4.01 -2.98 0.50
H -2.12 -4.85 0.77
H 0.17 -3.36 1.38
H 2.06 3.64 -1.67
H 2.37 4.43 0.27
H 3.76 3.65 2.57
H 2.64 1.30 3.22
O 5.73 -1.91 1.47
S 5.01 -1.41 0.35
O 5.64 -0.41 -0.45
N 3.52 -0.81 0.84
C 2.58 -1.51 0.34
O 1.33 -1.27 0.38
C 2.99 -2.74 -0.37
C 2.24 -3.79 -0.78
C 2.88 -4.83 -1.46
C 4.29 -4.85 -1.60
C 5.02 -3.74 -1.18
C 4.36 -2.75 -0.51
H 1.19 -3.77 -0.69
H 2.33 -5.75 -1.74
H 4.83 -5.69 -2.11
H 6.13 -3.72 -1.30
F 0.36 -0.49 3.13

Computed properties:
Electronic energy ... -109369.8891 eV
Frontier orbital gap ... 8.1 eV
ΔE to the lowest compared entry with this formula, charge and spin ... 0.0000 eV



(4)
3 unconnected molecules or ions with the total composition C27H23Br2F11O7 in a non-equilibrium geometry. Source: the Open Molecules 2025 dataset; level of theory: wB97M-V/def2-TZVPD.

Cartesian coordinates (Å):
C 2.42 -1.40 0.67
C 1.32 -1.00 0.53
C 0.05 -0.42 0.29
C -0.94 -0.94 -0.43
C -0.91 -2.29 -1.07
O -1.46 -3.23 -0.58
C -0.25 -2.49 -2.45
F 0.04 -1.25 -2.96
F -1.14 -3.08 -3.27
C 1.08 -3.30 -2.46
F 1.24 -3.78 -3.73
F 2.13 -2.48 -2.21
C 1.15 -4.53 -1.52
F 2.36 -5.13 -1.79
F 1.17 -4.16 -0.22
C 0.09 -5.65 -1.70
O -0.11 -6.38 -0.80
O -0.47 -5.75 -2.91
C -2.19 -0.15 -0.59
O -3.24 -0.70 -0.81
C -2.10 1.33 -0.49
C -3.10 2.12 -1.26
C -4.55 1.94 -0.79
C -5.36 3.21 -1.00
C -6.75 3.13 -0.41
F -7.62 3.84 -1.21
F -7.22 1.85 -0.36
C -6.90 3.74 1.01
F -6.20 4.88 1.13
F -6.48 2.85 1.93
F -8.20 4.02 1.26
C -1.12 1.84 0.24
C -0.81 3.25 0.48
Br 0.83 3.79 -0.33
C -1.46 4.12 1.24
C -1.06 5.53 1.51
Br -3.02 3.55 2.15
C -0.18 0.92 0.93
O 0.34 1.24 1.96
H 3.44 -1.66 0.76
H -0.62 -6.69 -3.07
H -3.06 1.81 -2.30
H -2.83 3.17 -1.24
H -4.58 1.67 0.26
H -5.03 1.12 -1.31
H -4.85 4.08 -0.60
H -5.49 3.37 -2.07
H -0.66 6.01 0.63
H -0.28 5.51 2.26
H -1.88 6.10 1.91
C 2.83 2.35 3.40
C 2.64 3.34 4.52
C 3.53 3.20 5.73
O 1.81 4.22 4.44
H 2.13 2.57 2.60
H 3.85 2.41 3.02
H 2.65 1.33 3.76
H 4.57 3.29 5.44
H 3.37 2.22 6.19
H 3.28 3.97 6.45
C 7.63 -5.77 -1.88
C 6.59 -4.69 -2.02
C 5.20 -5.12 -2.43
O 6.85 -3.53 -1.80
H 8.57 -5.33 -1.57
H 7.31 -6.50 -1.13
H 7.76 -6.28 -2.83
H 4.79 -5.82 -1.70
H 5.24 -5.60 -3.41
H 4.56 -4.25 -2.50

Computed properties:
SMILES string ... C#CC1=C(C(=O)C(F)(F)C(F)(F)C(F)(F)C(=O)O)C(=O)C(CCCC(F)(F)C(F)(F)F)=C(/C(Br)=C(/C)Br)C1=O.CC(C)=O.CC(C)=O
Electronic energy ... -212678.8776 eV
Frontier orbital gap ... 7.6 eV



Q: Among the records above, which one has the lowest electronic energy?
A: C27H23Br2F11O7



Q: Number 2 is which compound?
A: C27H22ClIrN5O6S



Q: What is the electronic energy in the first record?
A: -161805.0093 eV